C7H16OSi as an isolated structure at a distorted geometry. Source: OMol25; level of theory: the ωB97M-V functional and the def2-TZVPD basis.

Calculated values
ΔE to the lowest compared entry with this formula, charge and spin = 4.325 eV
lowest unoccupied orbital energy = 0.8833 eV
calculated total energy = -17440.53386 eV
HOMO-LUMO gap = 9.012 eV
HOMO level = -8.129 eV

Geometry as ORCA input:
```
! RIJCOSX wB97M-V def2-TZVPD def2/J DEFGRID3
* xyz 0 1
C -1.92 1.90 0.35
C 1.88 2.28 -0.37
C 0.16 -2.33 1.75
C -1.28 -1.17 -2.13
C 1.85 1.05 0.60
C -0.62 -1.00 1.48
C -0.09 -0.34 -1.52
O -2.88 1.61 0.99
Si -0.04 0.35 0.28
H -1.95 2.86 -0.24
H 2.82 2.74 -0.13
H 1.93 2.08 -1.47
H 1.12 3.07 -0.31
H -0.18 -3.09 1.01
H 1.17 -2.36 1.51
H 0.03 -2.78 2.75
H -1.58 -2.09 -1.62
H -2.15 -0.44 -1.95
H -1.24 -1.29 -3.15
H 1.99 1.26 1.70
H 2.44 0.27 0.32
H -0.59 -0.62 2.41
H -1.66 -1.39 1.43
H 0.09 0.44 -2.12
H 0.69 -1.00 -1.57
*
```